1.
DFT (wB97M-V/def2-TZVPD) results for 2 unconnected molecules or ions with the total composition C6H14N2 in a non-equilibrium geometry.

Positions of all 22 atoms, in Å:
C: -3.954 -0.812 0.107
C: -1.651 0.163 -0.080
C: -5.026 0.271 -0.062
C: 1.784 1.451 0.077
C: 4.549 -0.568 -0.244
C: 2.258 0.281 -0.297
N: -2.694 -0.300 0.014
N: 3.263 -0.437 0.489
H: -4.054 -1.289 1.090
H: -0.701 0.623 -0.157
H: -5.999 -0.207 0.017
H: -4.949 1.023 0.719
H: -4.959 0.752 -1.034
H: 2.068 1.929 1.002
H: 1.122 2.017 -0.554
H: -4.060 -1.586 -0.667
H: 4.918 0.419 -0.515
H: 5.288 -1.062 0.381
H: 4.408 -1.155 -1.152
H: 2.024 -0.202 -1.234
H: 2.935 -1.383 0.733
H: 3.431 0.072 1.369

Maximum force in eV Å⁻¹: 4.1
Energy relative to the best compared isomer or geometry (same formula, charge and spin) in eV: 1.5470
Total charge: +2
Total energy in eV: -9410.520

Results of the natural (NBO) charge analysis, in e, for atoms 1 through 4:
1. C -0.2962
2. C 0.4178
3. C -0.6018
4. C -0.3594

---

2.
DFT (wB97M-V/def2-TZVPD) results for a molecular structure, C6H14N2O in a non-equilibrium geometry.

Positions of all 23 atoms, in Å:
C: -2.446 -0.031 -0.592
C: -1.362 0.469 0.379
C: -0.396 1.319 -0.624
C: 0.487 0.365 -1.403
C: 0.890 -0.914 -0.679
C: 1.115 -1.325 0.724
H: -2.614 0.752 -1.460
H: -3.551 -0.117 -0.129
H: -2.247 -1.091 -0.934
H: -0.790 -0.172 1.153
H: -1.790 1.436 1.047
H: -0.847 2.052 -1.314
H: 0.953 1.555 0.855
H: 0.329 -0.172 -2.441
H: 2.154 0.509 -0.326
H: 0.669 -1.860 -1.242
H: 0.076 -1.898 1.019
H: 1.962 -2.138 0.775
H: 2.796 -0.444 1.991
H: 0.687 -0.298 2.510
N: 2.022 0.106 -1.216
N: 1.519 -0.233 1.614
O: 0.382 2.131 0.292

Maximum force in eV Å⁻¹: 5.7
Energy relative to the best compared isomer or geometry (same formula, charge and spin) in eV: 7.5418
Total charge: 0
Total energy in eV: -11470.228

Results of the natural (NBO) charge analysis, in e, for atoms 1 through 4:
1. C -0.6472
2. C -0.4279
3. C 0.0779
4. C -0.1258

---

3.
DFT (wB97M-V/def2-TZVPD) results for 2 unconnected molecules or ions with the total composition C6H14N2O in a non-equilibrium geometry.

Positions of all 23 atoms, in Å:
C: 1.691 1.288 1.258
C: 0.721 -0.910 1.716
N: 0.560 0.401 1.123
C: -0.732 0.914 0.948
O: -1.740 0.341 1.324
H: -0.701 2.007 0.784
H: 2.532 0.888 0.684
H: 1.997 1.392 2.303
H: 1.452 2.280 0.875
H: 1.506 -1.451 1.183
H: 0.998 -0.831 2.770
H: -0.215 -1.456 1.634
C: -0.129 -1.770 -1.371
N: -2.146 0.364 -1.682
C: -0.778 0.654 -1.587
C: 0.174 -0.313 -1.516
H: -2.731 1.171 -1.847
H: -2.507 -0.150 -0.886
H: -0.489 1.645 -1.920
H: 1.194 -0.042 -1.754
H: -0.489 -2.172 -2.322
H: 0.756 -2.332 -1.078
H: -0.924 -1.918 -0.639

SMILES: CN(C)C=O.C/C=C\N
Maximum force in eV Å⁻¹: 3.4
Energy relative to the best compared isomer or geometry (same formula, charge and spin) in eV: 2.2838
Total charge: 0
Total energy in eV: -11475.486

Results of the natural (NBO) charge analysis, in e, for atoms 1 through 4:
1. C -0.4015
2. C -0.4189
3. N -0.4579
4. C 0.5554

---

4.
DFT (wB97M-V/def2-TZVPD) results for 2 unconnected molecules or ions with the total composition C6H14N2O in a non-equilibrium geometry.

Positions of all 23 atoms, in Å:
C: 0.694 -0.610 -1.473
C: 0.402 -2.064 -1.383
C: -0.120 -1.376 -0.152
C: -0.049 0.330 -2.287
H: 1.675 -0.286 -1.147
H: -0.333 -2.443 -2.084
H: 1.248 -2.731 -1.255
H: -1.195 -1.289 -0.090
H: 0.381 -1.598 0.781
H: -0.523 1.193 -1.433
H: -0.910 -0.093 -2.797
H: 0.577 0.914 -2.962
C: -1.118 0.579 2.110
C: -0.494 1.143 0.870
N: 1.606 0.721 1.828
O: 0.825 1.488 0.897
N: -1.124 1.683 -0.125
H: 2.243 1.410 2.223
H: 2.156 0.094 1.239
H: -2.132 1.586 -0.052
H: -0.564 -0.276 2.482
H: -1.095 1.340 2.895
H: -2.148 0.286 1.917

SMILES: [H]/N=C(\C)ON.CC1CC1
Maximum force in eV Å⁻¹: 3.5
Energy relative to the best compared isomer or geometry (same formula, charge and spin) in eV: 5.3148
Total charge: 0
Total energy in eV: -11472.455

Results of the natural (NBO) charge analysis, in e, for atoms 1 through 4:
1. C -0.1553
2. C -0.4341
3. C -0.4848
4. C -0.7168